DFT (ωB97M-V/def2-TZVPD) results for a molecular structure, C8H12BMnN4O20S in a non-equilibrium geometry.

Its largest force on an atom is 4.723 eV/A. The calculation puts the HOMO-LUMO gap (alpha / beta) at 5.98 / 5.88 eV. The HOMO energy (alpha / beta) comes out at -4.8 / -4.9 eV. The calculation puts the LUMO energy (alpha / beta) at 1.1396 / 1.0231 eV. Its energy above the lowest of the compared OMol25 structures with the same formula, charge and spin is 0.0 kcal/mol. Its net charge is -1. Its spin multiplicity is 6.

Last column: Löwdin spin population.
Element x y z (Å)
Mn -0.986 -1.048 0.111  4.62
O 0.621 -1.983 -4.223  0.00
C 1.229 -1.064 -3.790  0.00
O 2.062 -0.273 -4.484  0.00
B 2.547 0.766 -3.591  0.00
O 2.023 0.456 -2.223  0.00
C 1.171 -0.518 -2.362  0.01
O 0.399 -0.927 -1.526  0.03
O 2.096 2.093 -4.062  0.00
C 3.155 2.763 -4.490  0.00
O 3.148 3.795 -5.094  0.00
C 4.408 1.951 -4.148  0.00
O 4.037 0.833 -3.587  0.00
O 5.531 2.351 -4.320  0.00
S -2.556 -2.738 -1.145  0.01
O -2.713 -1.317 -0.737  0.08
O -2.206 -2.802 -2.561  0.01
O -1.370 -3.038 -0.297  0.08
O -3.705 -3.618 -0.914  0.01
C -2.636 -1.394 4.221  0.00
N -1.563 -1.789 3.284  0.01
O -1.474 -1.196 2.235  0.02
O -0.888 -2.748 3.572  0.02
H -2.718 -0.314 4.207  0.00
H -2.409 -1.951 5.128  0.00
H -3.601 -1.822 3.944  0.00
C 1.716 2.423 1.182  0.00
N 0.342 1.843 1.370  0.01
O 0.046 0.917 0.661  0.02
O -0.419 2.407 2.102  0.01
H 1.868 2.525 0.111  0.00
H 2.414 1.674 1.548  0.00
H 1.730 3.353 1.735  0.00
C 2.664 -2.426 2.386  0.00
N 2.114 -1.716 1.204  0.01
O 2.831 -1.001 0.544  0.01
O 0.925 -1.892 1.000  0.02
H 3.259 -1.718 2.955  0.00
H 3.383 -3.150 2.000  0.00
H 1.810 -2.937 2.815  0.00
C -4.210 2.661 0.372  0.00
N -3.767 1.609 1.276  0.00
O -2.857 0.911 0.875  0.01
O -4.444 1.345 2.260  0.00
H -4.903 3.292 0.924  0.00
H -4.734 2.179 -0.451  0.00
H -3.374 3.233 -0.016  0.00

DFT (ωB97M-V/def2-TZVPD) results for 6 unconnected molecules or ions with the total composition C8H12Br4Cl12 in a non-equilibrium geometry.

Its largest force on an atom is 1.814 eV/A. The calculation puts the HOMO-LUMO gap at 10.23 eV. The HOMO energy comes out at -10.1 eV. As for the SMILES: ClC(Cl)Cl.ClC(Cl)Cl.ClC(Cl)Cl.ClC(Cl)Cl.BrCCBr.BrCCBr. The calculation puts the LUMO energy at 0.1220 eV. Its energy above the lowest of the compared OMol25 structures with the same formula, charge and spin is 19.4 kcal/mol.

Last column: Löwdin charge in e.
Element x y z (Å)
Br 1.570 4.127 2.813  0.57
C 2.356 3.551 1.071  -0.63
C 3.136 2.223 1.304  -0.68
Br 3.974 1.622 -0.390  0.61
H 2.966 4.375 0.700  0.05
H 1.578 3.392 0.324  0.04
H 2.395 1.508 1.663  -0.02
H 3.798 2.312 2.165  0.05
Br -3.265 0.898 -3.750  0.54
C -2.650 -0.947 -4.218  -0.64
C -3.845 -1.922 -4.505  -0.62
Br -4.673 -1.420 -6.256  0.57
H -1.949 -1.322 -3.473  0.02
H -2.083 -0.819 -5.140  0.04
H -4.625 -1.932 -3.743  0.03
H -3.479 -2.947 -4.569  0.06
C -0.047 -0.253 -0.295  -1.51
Cl 0.045 0.972 -1.558  0.55
Cl 1.399 -1.265 -0.305  0.52
Cl -1.473 -1.306 -0.519  0.55
H -0.012 0.167 0.710  -0.04
C 1.087 0.467 4.659  -1.43
Cl 1.019 -0.278 3.087  0.57
Cl 2.319 1.789 4.824  0.48
Cl 1.419 -0.876 5.846  0.48
H 0.077 0.758 4.951  0.02
C -4.928 -0.864 -0.533  -1.55
Cl -4.680 -1.073 1.196  0.52
Cl -5.052 0.855 -0.932  0.48
Cl -6.461 -1.663 -1.024  0.50
H -4.134 -1.303 -1.138  -0.04
C 4.744 -1.694 1.356  -1.51
Cl 6.228 -0.640 1.430  0.47
Cl 4.390 -2.395 2.955  0.50
Cl 4.941 -3.043 0.232  0.52
H 3.915 -1.051 1.060  -0.07

DFT (ωB97M-V/def2-TZVPD) results for a molecular structure, C8H12CaF6NO11P in a non-equilibrium geometry.

Its largest force on an atom is 5.097 eV/A. The calculation puts the HOMO-LUMO gap (alpha / beta) at 5.32 / 5.10 eV. The HOMO energy (alpha / beta) comes out at 1.5 / 1.7 eV. The calculation puts the LUMO energy (alpha / beta) at 6.8418 / 6.8419 eV. Its net charge is -3. Its spin multiplicity is 2.

Last column: Löwdin spin population.
Element x y z (Å)
Ca -0.872 1.269 0.450  0.01
P -1.854 3.944 0.598  -0.02
O -1.758 4.272 2.115  -0.02
O -2.642 2.690 0.504  0.30
O -0.476 3.382 0.062  0.39
O -2.324 5.120 -0.329  0.35
N -1.884 0.847 -2.975  0.00
O -2.245 1.924 -3.370  0.00
O -1.804 -0.099 -3.762  0.00
O -1.381 0.818 -1.842  0.00
C -1.876 -1.421 1.579  0.00
O -1.247 -1.388 0.328  0.00
O -2.164 -0.058 1.882  0.00
C -3.086 -2.382 1.583  0.00
F -3.968 -2.028 0.629  0.00
F -2.811 -3.662 1.221  0.00
F -3.697 -2.474 2.714  0.00
C -0.691 -2.575 -0.196  0.00
C 0.257 -2.356 -1.369  0.00
H -0.094 -1.706 -2.170  0.00
H 1.212 -1.966 -1.017  0.00
H 0.416 -3.314 -1.865  0.00
H -1.349 -3.340 -0.608  0.00
H -0.158 -3.134 0.573  0.00
H -1.161 -1.737 2.339  0.00
C 2.044 0.903 1.588  0.00
O 1.654 0.799 0.190  0.00
O 0.803 1.211 2.271  0.00
C 2.891 -0.300 2.084  0.00
F 3.658 -1.002 1.173  0.00
F 3.730 0.131 3.061  0.00
F 2.154 -1.385 2.497  0.00
C 2.764 1.069 -0.774  0.00
C 2.203 1.012 -2.127  0.00
H 1.158 1.250 -2.322  0.00
H 2.942 1.443 -2.802  0.00
H 2.189 -0.059 -2.329  0.00
H 3.650 0.439 -0.693  0.00
H 3.154 2.059 -0.536  0.00
H 2.661 1.800 1.646  0.00

DFT (ωB97M-V/def2-TZVPD) results for a molecular structure, C8H12CdO6 in a non-equilibrium geometry.

Its largest force on an atom is 5.764 eV/A. The calculation puts the HOMO-LUMO gap (alpha / beta) at 9.21 / 7.15 eV. The HOMO energy (alpha / beta) comes out at -12.6 / -13.1 eV. The calculation puts the LUMO energy (alpha / beta) at -3.4256 / -5.9509 eV. Its net charge is +1. Its spin multiplicity is 2.

Last column: Löwdin spin population.
Element x y z (Å)
O 2.835 -0.119 0.389  0.01
Cd 4.681 2.782 -0.022  0.75
O 2.907 1.998 -0.243  0.21
C 2.296 0.943 -0.109  0.02
O 0.993 0.856 -0.299  0.01
C 0.136 1.598 0.503  0.00
C 2.136 -1.398 0.328  0.00
C 3.147 -2.495 0.525  0.00
H 1.367 -1.404 1.108  0.00
H 1.648 -1.461 -0.652  0.00
H 3.802 -2.280 1.379  0.00
H 2.602 -3.426 0.732  0.00
H 3.760 -2.641 -0.374  0.00
C -0.630 2.539 -0.098  0.00
H -1.246 3.188 0.525  0.00
H -0.300 2.894 -1.077  0.00
C -1.135 0.618 0.957  0.00
C -1.860 -0.232 -0.074  0.00
O -3.154 0.319 -0.337  0.00
C -3.916 -0.338 -1.195  0.00
O -3.628 -1.368 -1.756  0.00
O -5.092 0.273 -1.268  0.00
H -1.419 1.216 1.839  0.00
H -0.920 -0.186 1.687  0.00
H -1.985 -1.251 0.314  0.00
H -1.314 -0.345 -1.018  0.00
H -5.710 -0.277 -1.764  0.00